1.
16
Properties=species:S:1:pos:R:3:forces:R:3:mulliken_charge:R:1 method="wB97M-V/def2-TZVPD" smiles="CS(=O)(=O)NC(=O)O[PH2]=O" charge=0 e_homo_ev=-10.73 gap_ev=10.5 fmax_ev_per_a=6.04 molar_mass_g_mol=187.11 lumo_energy_ev=-0.177
C -0.270 0.297 -2.789 0.78 0.70 0.20 -0.84
S -1.116 -0.264 -1.211 -5.98 -0.77 -0.35 1.13
O -2.333 0.612 -0.954 4.14 -1.51 -0.83 -0.63
O -1.560 -1.697 -1.295 2.48 3.22 0.28 -0.60
N -0.011 0.073 0.079 -0.11 -1.32 -0.01 -0.32
C 0.199 -1.076 0.977 1.74 -3.91 -0.08 0.58
O 0.639 -2.187 0.664 -1.91 4.39 0.88 -0.44
O -0.127 -0.854 2.374 1.86 2.34 -1.43 -0.33
P 0.826 0.514 2.811 2.06 0.20 -1.48 0.48
O 2.174 0.571 2.064 -3.33 -0.27 1.50 -0.59
H 0.123 -0.574 -3.408 -0.65 0.97 1.18 0.32
H -1.030 0.907 -3.383 0.93 -0.95 1.09 0.32
H 0.606 0.979 -2.470 -1.42 -1.04 -0.62 0.30
H 0.871 0.498 -0.240 -0.34 -0.47 0.35 0.40
H 1.029 0.539 4.243 -0.64 -0.58 -0.93 0.11
H -0.019 1.661 2.537 0.38 -0.99 0.23 0.11

=====

2.
17
Properties=species:S:1:pos:R:3:forces:R:3:mulliken_charge:R:1 method="wB97M-V/def2-TZVPD" charge=0 e_homo_ev=-8.78 gap_ev=9.5 fmax_ev_per_a=0.35 molar_mass_g_mol=102.13 lumo_energy_ev=0.760
C 2.211 -0.197 0.868 0.04 -0.03 0.01 -1.37
C 0.969 0.589 0.468 -0.06 -0.12 0.26 0.08
O 1.269 1.523 -0.557 0.08 -0.09 -0.26 -0.54
C -0.194 -0.322 0.060 0.03 -0.04 -0.01 -0.74
C -1.388 0.477 -0.396 -0.17 -0.06 -0.04 -0.20
C -2.568 -0.038 -0.732 0.08 0.34 0.00 -0.21
O -2.909 -1.356 -0.730 0.22 -0.21 0.09 -0.54
H 2.018 -0.848 1.727 -0.01 0.09 -0.11 0.36
H 2.550 -0.828 0.036 -0.06 0.08 0.10 0.34
H 3.022 0.490 1.125 -0.12 -0.09 -0.02 0.33
H 0.641 1.210 1.311 0.04 -0.09 -0.07 0.35
H 1.470 1.022 -1.359 0.01 0.14 0.08 0.36
H 0.164 -0.994 -0.740 -0.04 0.09 0.08 0.35
H -0.445 -0.971 0.913 0.03 0.10 -0.11 0.44
H -1.259 1.551 -0.481 -0.08 -0.12 0.01 0.32
H -3.404 0.574 -1.057 0.14 -0.05 0.05 0.35
H -2.146 -1.882 -0.456 -0.14 0.07 -0.04 0.32

=====

3.
71
Properties=species:S:1:pos:R:3:forces:R:3:lowdin_spin:R:1 method="wB97M-V/def2-TZVPD" charge=+4 e_homo_ev="-20.30 / -20.27" gap_ev="5.7 / 6.0" fmax_ev_per_a=5.70 molar_mass_g_mol=552.52 s_squared=3.8483 lumo_energy_ev="-14.609 / -14.303" multiplicity=4
Tc 0.089 0.107 -0.266 1.60 -1.30 5.32 1.78
P 2.001 1.149 0.938 1.18 2.08 0.77 -0.01
P -1.006 1.825 -1.223 -2.23 1.97 -1.97 0.03
P 1.486 -0.523 -1.917 2.84 -0.97 -3.53 0.07
H -2.399 -1.171 -0.308 0.47 -0.01 -0.02 0.00
C -1.449 -1.413 -0.805 -0.63 -2.29 1.03 0.00
C -0.463 -2.151 -0.074 -3.19 -0.35 -2.24 -0.04
H -0.734 -2.514 0.924 0.44 0.96 0.07 0.00
C 1.878 1.732 2.675 -0.61 -0.15 0.12 -0.01
C 2.720 2.667 0.208 -0.03 -0.01 -0.27 0.01
C 3.420 0.001 1.103 -0.35 -0.54 -0.35 0.00
C -2.466 1.298 -2.185 0.29 -0.32 -0.16 -0.01
C -1.783 3.059 -0.135 0.29 -0.34 1.00 0.02
C -0.050 2.883 -2.368 0.51 -0.40 0.04 0.03
C 2.433 -2.098 -1.756 -0.24 -0.04 0.71 0.00
C 2.810 0.595 -2.529 -0.10 0.34 0.32 0.03
C 0.658 -0.855 -3.510 -0.49 0.12 0.18 0.04
H -1.588 -1.622 -1.874 0.45 0.52 0.27 0.01
H 0.185 -2.862 -0.595 0.14 0.76 -0.01 0.00
H 1.738 0.903 3.376 0.05 0.11 -0.17 0.00
H 1.040 2.425 2.796 0.12 -0.04 -0.03 0.00
H 2.802 2.257 2.948 -0.15 -0.16 -0.24 0.00
H 1.935 3.429 0.118 0.23 -0.07 0.11 0.00
H 3.176 2.505 -0.774 -0.12 0.09 0.29 0.00
H 3.489 3.031 0.902 -0.16 -0.05 -0.23 0.00
H 3.077 -0.907 1.611 0.22 0.07 0.00 0.00
H 4.181 0.487 1.727 -0.20 0.01 -0.09 0.00
H 3.873 -0.281 0.146 -0.08 0.11 0.23 0.00
H -2.928 2.156 -2.696 0.15 -0.18 0.18 0.00
H -3.204 0.814 -1.533 0.15 0.23 -0.11 0.00
H -2.114 0.552 -2.905 -0.17 0.24 0.34 0.00
H -1.941 3.999 -0.678 0.11 -0.28 -0.02 0.00
H -1.145 3.240 0.736 -0.16 0.26 -0.08 0.00
H -2.749 2.675 0.211 0.15 0.13 -0.07 0.00
H -0.651 3.764 -2.625 0.03 -0.23 0.10 0.00
H 0.209 2.347 -3.288 -0.05 0.11 0.15 0.00
H 0.876 3.215 -1.881 -0.21 0.04 -0.15 0.00
H 3.149 -2.152 -2.587 -0.20 0.17 0.19 0.00
H 1.753 -2.954 -1.818 0.25 0.15 -0.02 0.00
H 2.978 -2.139 -0.806 -0.06 -0.13 -0.25 0.00
H 3.209 0.171 -3.460 -0.15 0.01 0.25 0.00
H 3.628 0.679 -1.806 -0.16 0.00 -0.22 0.00
H 2.404 1.590 -2.745 0.19 -0.19 0.03 0.00
H 1.391 -1.225 -4.237 0.05 0.09 0.33 0.00
H 0.184 0.041 -3.927 0.33 -0.28 0.27 0.00
H -0.117 -1.614 -3.363 0.20 0.17 -0.04 0.00
C -2.039 -1.196 -5.736 -0.20 1.42 1.00 0.23
C -3.221 -1.079 -6.503 -1.03 -0.82 -0.89 0.09
C -3.635 -2.175 -7.263 -0.33 1.92 0.49 0.06
C -2.904 -3.375 -7.218 -0.51 -0.42 -0.52 0.31
C -1.697 -3.445 -6.514 1.68 0.75 1.20 0.08
C -1.228 -2.338 -5.806 0.29 -1.71 -0.56 0.08
O -1.696 -0.208 -4.844 -1.42 -1.10 -1.11 0.15
H -2.494 0.319 -4.596 0.58 -0.27 -0.90 0.00
H -3.801 -0.147 -6.473 0.23 -0.43 -0.13 0.00
H -4.530 -2.086 -7.883 0.27 -0.13 0.26 0.00
H -3.284 -4.254 -7.742 0.13 0.20 0.07 0.01
H -1.111 -4.368 -6.507 -0.25 0.32 -0.07 0.00
H -0.284 -2.377 -5.262 -0.42 -0.08 -0.33 0.00
N -1.213 0.305 7.323 0.25 -0.31 -2.57 0.00
C -1.118 0.164 6.165 -0.29 0.12 2.12 0.00
C -1.016 0.016 4.733 0.24 0.29 0.37 0.00
C -0.174 -0.930 4.153 0.14 -0.50 -0.51 0.00
C -0.023 -0.936 2.769 0.17 0.13 0.54 0.00
N -0.648 -0.050 1.968 0.01 -0.43 -0.98 0.03
C -1.535 0.795 2.518 0.04 0.21 0.33 0.01
C -1.702 0.885 3.892 -0.26 0.35 -0.37 0.00
H 0.364 -1.658 4.756 -0.09 0.14 -0.06 0.00
H 0.647 -1.659 2.289 -0.17 0.33 0.32 0.00
H -2.132 1.425 1.857 0.37 -0.15 0.22 0.00
H -2.336 1.669 4.290 -0.13 -0.23 0.04 0.00

=====

Q: Look up the charge of the second one.
A: 0